Below is a molecular structure, C26H42N8O5RuS2, with properties calculated with ωB97M-V with the def2-TZVPD basis set.

Properties
- HOMO (spin up / spin down) (Ha) = -0.4509 / -0.5956
- charge = +3
- electronic energy (eV) = -74023.64439
- HOMO-LUMO gap (spin up / spin down) (eV) = 2.92 / 6.82
- 2S+1 = 6

```
84
C26H42N8O5RuS2 (ωB97M-V with the def2-TZVPD basis set)
Ru 0.6111 0.5955 0.0371
N 1.8209 -1.4719 3.6881
C 1.1034 -1.1385 4.9757
C -0.1587 -2.0353 5.1169
C -1.2221 -1.7085 4.0602
N -0.6617 -2.1603 2.7695
C -1.5923 -0.2378 4.0864
C -0.4535 0.7471 4.1008
N 0.1018 1.0694 2.7522
C 0.6959 0.3130 5.0412
H 2.2777 -2.3693 3.8385
H 2.5480 -0.8569 3.3533
H 0.9904 -1.5815 2.9765
H 1.8509 -1.3175 5.7739
H -0.5591 -1.8333 6.0942
H 0.1059 -3.0814 5.1759
H -2.1403 -2.3081 4.2903
H -1.1934 -1.8861 1.9523
H -0.5170 -3.1657 2.7572
H -2.1729 -0.1099 5.0001
H -2.2074 0.0521 3.2156
H -0.8611 1.6728 4.5009
H 0.9533 1.5875 2.8896
H -0.4729 1.8091 2.3544
H 0.4072 0.4814 6.0962
H 1.5932 0.9622 4.8649
C 1.3570 1.9877 -4.3778
C 2.0196 1.3316 -3.1877
C 3.3768 0.7665 -3.3870
O 1.3439 1.1578 -2.1595
H 0.5300 1.4068 -4.7240
H 2.0691 2.2118 -5.1848
H 0.9210 2.9469 -3.9974
H 3.9979 1.5333 -3.8646
H 3.2557 -0.0945 -4.1043
H 3.8958 0.4202 -2.4914
C -4.5916 3.0334 0.0973
N -3.2143 2.6789 -0.3627
C -2.7667 2.7830 -1.6513
C -1.5065 2.2846 -1.6394
N -1.1465 1.8551 -0.3243
C -2.2259 2.1452 0.3734
H -5.1488 2.1313 0.3796
H -5.1079 3.4794 -0.7455
H -4.5199 3.7627 0.9270
H -3.3199 3.4136 -2.3305
H -0.7705 2.2427 -2.3943
H -2.3769 1.9522 1.4417
O -7.1604 -4.6083 -5.4353
S -6.2056 -3.7639 -5.9804
O -5.3888 -2.9597 -5.1175
O -5.9111 -3.7390 -7.3559
C -2.6458 -5.3842 -4.8167
N -1.8825 -5.9507 -5.7179
C -0.5837 -5.8499 -5.4800
C -0.0725 -5.0771 -4.4494
C -1.0234 -4.4085 -3.6491
N -2.3226 -4.5722 -3.8584
C -0.6891 -3.4679 -2.5768
C -1.6156 -2.4176 -2.2516
C -1.2108 -1.4379 -1.3559
N -0.0016 -1.3724 -0.7696
C 0.8106 -2.4109 -0.9401
C 0.5130 -3.4572 -1.8434
H 0.0755 -6.3463 -6.1904
H 0.9999 -4.9629 -4.2842
H -2.5871 -2.4532 -2.7171
H -1.8053 -0.5767 -1.1906
H 1.7049 -2.3820 -0.3739
H 1.2120 -4.2564 -1.9415
O 2.2236 1.6899 0.8089
S 3.1886 2.7574 0.2140
C 2.4406 4.3394 0.6666
C 2.9171 4.6774 2.0594
C 4.4241 4.3889 1.9979
C 4.5756 2.9902 1.4296
H 1.3678 4.1556 0.5430
H 2.8154 5.0508 -0.0661
H 2.4292 4.0798 2.8474
H 2.7200 5.7047 2.3122
H 4.9561 4.4249 2.9809
H 4.8950 5.1168 1.3819
H 4.4007 2.2004 2.2046
H 5.5173 2.8201 0.8612
```

Here are the Mulliken charges for atoms 1 to 2, given in e: 1.3537 -0.0618

Below is a molecular structure, C26H43Br18O5, with properties calculated with ωB97M-V with the def2-TZVPD basis set.

Properties
- HOMO (Ha) = -0.1776
- charge = -1
- electronic energy (eV) = -1298660.93661
- HOMO-LUMO gap (eV) = 6.07

```
92
C26H43Br18O5 (ωB97M-V with the def2-TZVPD basis set)
C 1.3800 -4.7431 0.1729
C 1.5458 -5.1646 1.6951
C 2.9207 -4.6693 2.2706
C 2.9750 -3.1582 2.5416
C 2.3115 -2.3877 3.4788
C 1.2669 -2.8889 4.5215
O 1.5974 -3.6132 5.4556
O 0.0699 -2.4802 4.3398
C 2.7684 -0.8962 3.3727
O 2.2488 0.1045 3.6413
O 4.0836 -1.0833 2.8314
C 3.8563 -2.1010 1.8129
O 4.1907 -2.2011 0.6281
H 0.4544 -4.1346 0.0729
H 2.3011 -4.2057 -0.1787
H 1.3220 -5.6616 -0.4638
H 1.5974 -6.2903 1.6991
H 0.6717 -4.9029 2.3335
H 3.1188 -5.2249 3.2209
H 3.6971 -4.8957 1.4948
Br 1.4272 0.0852 7.8166
C 1.3731 1.4229 6.4032
C 1.2065 2.8093 6.9671
Br -0.6341 3.1292 7.5263
H 0.5737 1.1351 5.7248
H 2.3279 1.3312 5.8889
H 1.4058 3.5599 6.2029
H 1.8380 3.0007 7.8313
Br -7.1131 4.3818 6.0496
C -5.4158 5.1792 6.5767
C -4.2823 4.2005 6.4228
Br -4.2715 2.8942 7.8651
H -5.5370 5.5399 7.5950
H -5.2818 6.0294 5.9086
H -3.3219 4.7105 6.4949
H -4.3223 3.6424 5.4903
Br 3.7613 0.1096 0.9564
C 4.1344 1.1518 -0.6549
C 4.4823 2.5782 -0.3278
Br 2.8885 3.6028 0.1230
H 3.2642 1.0642 -1.2999
H 4.9813 0.6493 -1.1241
H 4.9079 3.0813 -1.1939
H 5.1680 2.6692 0.5123
Br 0.8342 -7.4533 -2.6064
C 1.2621 -6.3301 -4.1404
C 1.6510 -4.9420 -3.6988
Br 0.0898 -3.8997 -3.1909
H 0.3976 -6.3451 -4.7994
H 2.0979 -6.8256 -4.6339
H 2.1051 -4.3900 -4.5185
H 2.3267 -4.9383 -2.8459
Br 3.5937 0.8500 -3.9527
C 2.2890 2.2614 -4.2661
C 2.9635 3.5492 -4.6577
Br 3.7541 4.4650 -3.1223
H 1.6862 2.3475 -3.3644
H 1.6661 1.8935 -5.0809
H 2.2370 4.2567 -5.0559
H 3.7604 3.4048 -5.3832
Br 1.5872 -1.8076 -6.3787
C 3.4678 -1.4841 -6.7782
C 4.1739 -2.7429 -7.2122
Br 4.5734 -3.9010 -5.6972
H 3.9044 -1.0322 -5.8901
H 3.4603 -0.7552 -7.5845
H 5.1442 -2.5051 -7.6477
H 3.5984 -3.3345 -7.9191
Br -2.7730 1.8667 0.7899
C -3.6433 2.2727 2.4833
C -5.0891 2.6481 2.2808
Br -5.2626 4.4668 1.5994
H -3.0594 3.0569 2.9597
H -3.5632 1.3582 3.0706
H -5.6231 2.6492 3.2314
H -5.6064 1.9974 1.5804
Br -9.2895 1.9794 2.9306
C -10.1585 2.3875 4.6255
C -11.6042 2.7598 4.4242
Br -11.7821 4.5758 3.7424
H -9.5756 3.1733 5.1014
H -10.0760 1.4742 5.2135
H -12.1353 2.7604 5.3754
H -12.1207 2.1070 3.7249
Br 1.3456 1.4475 -8.3693
C 1.2208 0.8489 -10.2263
C 1.2649 -0.6516 -10.3513
Br 3.0767 -1.3318 -10.1487
H 2.0218 1.3437 -10.7701
H 0.2609 1.2301 -10.5725
H 0.9615 -0.9590 -11.3513
H 0.6481 -1.1626 -9.6151
```

Here are the Mulliken charges for atoms 1 to 2, given in e: -0.4232 -0.5058

Below is 10 unconnected molecules or ions with the total composition C26H43Br3N10O13, with properties calculated with ωB97M-V with the def2-TZVPD basis set.

Properties
- HOMO (Ha) = 0.0154
- charge = -2
- electronic energy (eV) = -279301.30402
- HOMO-LUMO gap (eV) = 1.77

```
95
C26H43Br3N10O13 (ωB97M-V with the def2-TZVPD basis set)
O -7.1799 -16.7688 24.4213
C -8.5471 -16.2621 24.4726
C -8.9056 -15.2904 25.6363
O -8.8643 -15.5098 27.0677
H -9.2418 -17.0887 24.3237
H -8.6545 -15.5583 23.6474
H -9.9699 -15.1646 25.4378
H -8.4399 -14.3334 25.4007
C -14.2864 -13.6322 21.0857
Br -14.3799 -11.7207 20.4335
Br -15.1628 -14.8691 19.8030
Br -14.6760 -14.0340 22.9974
H -13.2205 -13.8497 21.0180
C -0.1205 -21.5647 23.9774
C 0.5131 -22.4512 23.1096
C 0.2940 -22.5471 21.7624
C -0.5971 -21.6765 21.1904
C -1.1450 -20.6799 22.0227
C -0.8964 -20.5585 23.4249
O -1.5983 -19.6509 24.1385
O 0.8005 -23.5328 20.9747
H 0.0351 -21.5271 25.0454
H 1.1321 -23.2363 23.5180
H -0.8632 -21.8089 20.1521
H -1.9970 -20.1132 21.6774
H -2.2803 -19.2254 23.6137
H 0.3339 -23.7784 20.1725
C -12.4170 -21.1264 23.3160
C -13.3960 -20.6391 24.1652
C -14.6570 -20.2923 23.6481
C -14.9288 -20.3528 22.3038
C -13.9744 -20.8871 21.4800
C -12.7360 -21.2619 21.9904
O -11.7454 -21.6605 21.1551
O -15.5275 -19.8366 24.5974
H -11.3905 -21.3471 23.5691
H -13.1718 -20.5958 25.2208
H -15.8948 -19.9707 22.0083
H -14.0513 -21.0192 20.4109
H -10.9952 -21.1883 21.5235
H -15.2730 -20.0648 25.4945
C -4.6751 -21.1685 16.5469
C -5.4225 -21.1572 17.7133
C -5.7530 -19.9620 18.3369
C -5.3961 -18.7601 17.8178
C -4.7761 -18.7143 16.5479
C -4.4532 -19.9210 15.9168
O -3.8393 -19.9591 14.7085
O -6.3284 -20.1178 19.6088
H -4.3686 -22.1807 16.3280
H -5.7956 -22.1349 17.9802
H -5.5976 -17.8189 18.3076
H -4.5179 -17.7932 16.0465
H -3.0446 -19.4310 14.8141
H -6.2682 -19.4158 20.2609
C -3.8525 -12.6490 27.9927
O -2.8723 -12.0051 28.1704
N -5.0648 -12.4506 28.4854
N -3.8408 -13.7511 27.2640
H -5.1030 -11.6177 29.0554
H -5.8575 -13.0582 28.3348
H -2.9416 -13.9776 26.8637
H -4.6542 -14.2006 26.8683
C -10.8707 -11.6515 31.4268
O -11.0360 -10.6369 32.0064
N -10.5058 -12.7830 31.9266
N -11.0274 -11.7171 30.1396
H -10.1100 -13.4480 31.2776
H -10.3841 -12.8321 32.9280
H -11.6226 -10.9964 29.7569
H -10.7368 -12.5736 29.6902
C -4.2217 -13.0683 20.2824
O -3.6382 -12.2822 19.5550
N -3.6132 -13.9659 21.0054
N -5.5666 -13.1304 20.4111
H -2.6363 -13.8883 20.7607
H -4.1704 -14.5781 21.5841
H -6.0901 -13.7441 21.0189
H -6.0435 -12.4906 19.7919
C -6.4875 -8.1004 23.7069
O -7.4760 -7.5743 24.1574
N -5.6159 -7.6281 22.7837
N -6.1370 -9.3201 24.1117
H -4.9630 -8.1670 22.2328
H -5.7495 -6.6778 22.4689
H -6.6949 -9.9059 24.7164
H -5.3585 -9.7770 23.6588
C -13.9857 -17.5338 29.3904
O -14.9473 -18.3234 29.5975
N -13.9858 -16.4728 28.6942
N -12.7136 -17.7061 29.7532
H -14.8759 -16.1558 28.3374
H -13.1703 -16.0119 28.3164
H -12.5829 -18.4080 30.4676
H -12.1310 -16.9655 29.3896
```

Here are the Mulliken charges for atoms 1 to 2, given in e: -0.9600 -0.1980